{"formula": "C21H28O7", "method": "ωB97M-V/def2-TZVPD", "species": ["C", "C", "O", "C", "O", "C", "C", "C", "C", "O", "C", "O", "C", "O", "C", "C", "C", "O", "C", "C", "C", "O", "C", "C", "C", "C", "C", "C", "H", "H", "H", "H", "H", "H", "H", "H", "H", "H", "H", "H", "H", "H", "H", "H", "H", "H", "H", "H", "H", "H", "H", "H", "H", "H", "H", "H"], "coordinates": [[-2.910, -2.047, 3.282], [-2.796, -2.955, 2.007], [-3.477, -2.259, 0.919], [-2.533, -1.688, 0.056], [-1.963, -2.377, -0.742], [-2.300, -0.147, 0.180], [-2.427, 0.485, -1.273], [-1.182, 1.400, -1.640], [0.030, 0.457, -1.943], [0.010, 0.045, -3.353], [1.301, -0.149, -3.872], [1.614, -0.257, -5.007], [2.200, -0.220, -2.545], [1.940, -1.550, -2.111], [2.240, -1.754, -0.730], [1.985, -3.252, -0.286], [3.054, -4.194, -0.959], [2.145, -3.268, 1.152], [1.491, 0.985, -1.815], [2.040, 1.491, -0.435], [1.809, 3.014, -0.163], [2.500, 3.875, -0.645], [0.638, 3.372, 0.821], [0.621, 2.658, 2.091], [-0.473, 2.932, 3.010], [-1.477, 3.888, 2.597], [-1.458, 4.618, 1.340], [-0.363, 4.342, 0.416], [-2.331, -1.094, 3.156], [-2.554, -2.646, 4.156], [-3.986, -1.743, 3.373], [-3.306, -3.943, 2.117], [-1.717, -3.153, 1.780], [-2.942, 0.342, 0.946], [-1.215, -0.031, 0.469], [-2.661, -0.270, -2.058], [-3.301, 1.195, -1.223], [-1.435, 2.008, -2.547], [-1.037, 2.082, -0.769], [-0.224, -0.526, -1.451], [3.281, -0.039, -2.810], [1.480, -1.155, -0.143], [3.245, -1.371, -0.406], [0.927, -3.545, -0.475], [2.675, -4.479, -1.973], [3.203, -5.072, -0.289], [4.007, -3.599, -1.024], [3.046, -2.977, 1.371], [1.637, 1.812, -2.564], [3.159, 1.342, -0.462], [1.693, 0.869, 0.433], [1.421, 1.925, 2.345], [-0.485, 2.364, 3.965], [-2.330, 4.080, 3.279], [-2.241, 5.344, 1.032], [-0.270, 4.836, -0.579]], "mulliken_charge": [-0.89, -0.10, -0.43, 0.10, -0.47, 0.13, -1.15, -0.39, 1.18, -0.44, 0.09, -0.57, 0.22, -0.32, 0.01, 0.05, -1.24, -0.56, -0.47, -0.15, -0.23, -0.56, 0.31, -0.25, -0.69, -0.35, -0.53, -0.16, 0.15, 0.38, 0.25, 0.34, 0.16, 0.52, 0.05, 0.42, 0.47, 0.46, -0.27, -0.37, 0.45, -0.14, 0.37, 0.33, 0.31, 0.37, 0.29, 0.35, 0.46, 0.47, 0.16, 0.44, 0.40, 0.34, 0.38, 0.37], "lumo_energy_ev": 0.1170, "homo_ev": -9.756, "total_energy_ha": -1343.58727, "e_above_lowest_kcal_mol": 99.0, "multiplicity": 1, "smiles": "CCOC(=O)CCC[C@H]1OC(=O)[C@H](OC[C@@H](C)O)[C@@H]1CC(=O)c1ccccc1", "charge": 0}